No. 1
This record from the OMol25 dataset describes a 6-piece molecular cluster, C40H61F3O21 overall. The level of theory is the ωB97M-V functional and the def2-TZVPD basis.

E_LUMO = -0.4 eV
M = 934.9 Da
SMILES = C#CC[C@@](CC(=O)OC(C)=O)(Cc1ccc(C)cc1)OC(=O)C[C@@H](O)C(F)(F)F.CCOC(=O)OC.CCOC(=O)OC.CCOC(=O)OC.CCOC(=O)OC.CCOC(=O)OC
orbital gap = 8.17 eV
E = -93599.0479 eV
F_max = 9.8 eV/Å

CARTESIAN COORDINATES (ANGSTROEM)
C  -3.1640  -4.9734  2.5343
C  -2.1661  -3.9872  2.7942
C  -1.3120  -2.5933  2.9058
C  -0.6053  -2.1263  1.4650
C  -0.6333  -3.3556  0.3325
C  0.4305  -3.0696  -0.9226
O  1.7767  -3.2135  -0.7936
O  -0.0198  -2.6861  -2.2974
C  0.9141  -3.4756  -3.1673
C  0.6903  -5.1329  -3.1524
O  1.9052  -2.9458  -3.8877
C  -1.4266  -0.7978  0.9700
C  -2.9723  -1.1287  0.4308
C  -4.1992  -1.6620  1.3771
C  -5.6972  -1.9519  0.7234
C  -6.0567  -1.6795  -0.8862
C  -7.5859  -1.9666  -1.4100
C  -4.8210  -1.0966  -1.8431
C  -3.3260  -0.8639  -1.1675
O  0.8152  -1.9090  1.7758
C  1.1560  -0.4864  1.9121
O  1.0396  0.0834  3.1156
C  1.7149  0.4604  0.6596
C  3.2784  0.9201  0.8249
O  4.1361  -0.2316  0.4848
C  3.5546  2.0480  -0.3790
F  2.4148  2.1898  -1.3178
F  4.7397  1.6655  -1.2330
F  3.8567  3.4002  0.1454
H  -4.0178  -5.7816  2.3258
H  -0.4431  -2.7805  3.6775
H  -1.9888  -1.7178  3.3467
H  -0.2669  -4.3925  0.7957
H  -1.7056  -3.5580  -0.0940
H  -0.0172  -5.4834  -2.2774
H  0.1598  -5.4600  -4.1599
H  1.7158  -5.7167  -2.9877
H  -1.5846  0.0198  1.8256
H  -0.8873  -0.3113  0.0223
H  -4.0387  -1.8804  2.5398
H  -6.5416  -2.3670  1.4206
H  -8.1490  -0.9163  -1.3854
H  -8.2139  -2.6711  -0.7008
H  -7.6453  -2.3165  -2.5441
H  -5.0556  -0.8704  -2.9911
H  -2.4886  -0.4468  -1.8813
H  0.9531  1.3787  0.6188
H  1.5203  -0.1494  -0.3475
H  3.4569  1.3698  1.8901
H  3.8417  -0.6268  -0.4110
C  -2.5301  5.2298  1.3382
C  -2.4370  4.2642  0.1703
O  -3.3368  3.1634  0.3527
C  -4.6334  3.4066  0.0384
O  -5.0855  4.4589  -0.3869
O  -5.3487  2.2855  0.3030
C  -6.7525  2.4285  0.0873
H  -2.3856  4.7025  2.2868
H  -1.7768  6.0172  1.2504
H  -3.5174  5.7005  1.3841
H  -1.4275  3.8440  0.1249
H  -2.6209  4.7667  -0.7866
H  -6.9650  2.8150  -0.9137
H  -7.1788  3.0831  0.8532
H  -7.2123  1.4402  0.1804
C  3.3803  1.8740  -4.2472
C  4.0623  3.2155  -4.4481
O  4.9852  3.1536  -5.5431
C  4.4371  3.2556  -6.7794
O  3.2505  3.4028  -7.0306
O  5.4327  3.1398  -7.6927
C  4.9820  3.1535  -9.0470
H  4.1225  1.0756  -4.1458
H  2.7503  1.8900  -3.3539
H  2.7531  1.6169  -5.1069
H  4.6454  3.4646  -3.5561
H  3.3344  4.0224  -4.5938
H  4.3500  4.0233  -9.2484
H  4.4451  2.2260  -9.2668
H  5.8609  3.2079  -9.6963
C  1.5898  -4.1503  7.8692
C  1.5266  -5.5587  7.3058
O  0.3521  -6.2362  7.7712
C  -0.7979  -5.9322  7.1200
O  -0.9112  -5.1544  6.1847
O  -1.8082  -6.6226  7.7042
C  -3.0968  -6.3356  7.1615
H  1.5011  -4.1672  8.9603
H  2.5311  -3.6661  7.5961
H  0.7646  -3.5369  7.4933
H  2.3865  -6.1331  7.6641
H  1.5715  -5.5594  6.2104
H  -3.1064  -6.4511  6.0738
H  -3.4000  -5.3235  7.4456
H  -3.8110  -7.0450  7.5901
C  5.6536  -3.8652  -1.7839
C  4.6240  -4.8884  -2.2289
O  5.1914  -5.7919  -3.1862
C  5.9510  -6.7909  -2.6724
O  6.1780  -6.9858  -1.4878
O  6.4382  -7.5234  -3.7043
C  7.3228  -8.5703  -3.3058
H  6.0949  -3.3607  -2.6495
H  5.1980  -3.1169  -1.1298
H  6.4761  -4.3425  -1.2414
H  3.7950  -4.3772  -2.7282
H  4.2008  -5.4343  -1.3774
H  6.8693  -9.2059  -2.5396
H  8.2632  -8.1422  -2.9463
H  7.5356  -9.1871  -4.1840
C  -0.4301  11.9475  1.9735
C  -0.3370  10.9819  0.8056
O  -1.2368  9.8811  0.9879
C  -2.5334  10.1244  0.6737
O  -2.9855  11.1766  0.2483
O  -3.2487  9.0032  0.9382
C  -4.6525  9.1462  0.7226
H  -0.2856  11.4202  2.9221
H  0.3232  12.7350  1.8857
H  -1.4174  12.4183  2.0193
H  0.6725  10.5617  0.7602
H  -0.5209  11.4844  -0.1513
H  -4.8650  9.5327  -0.2784
H  -5.0788  9.8008  1.4885
H  -5.1123  8.1579  0.8157

***

No. 2
This record from the OMol25 dataset describes a 8-piece molecular cluster, C8H32N10O8 overall. The level of theory is the ωB97M-V functional and the def2-TZVPD basis.

E_LUMO = 0.0 eV
relative energy (zero: lowest compared OMol25 entry of this formula, charge and spin) = 256.5 kJ/mol
M = 396.4 Da
SMILES = NC(N)=O.NC(N)=O.NC(N)=O.NC(N)=O.NC(N)=O.CO.CO.CO
orbital gap = 8.61 eV
E = -40097.3757 eV
F_max = 6.3 eV/Å

CARTESIAN COORDINATES (ANGSTROEM)
N  11.3151  10.3464  5.5122
C  12.4313  11.2903  5.4034
N  12.3561  12.4681  6.3962
O  13.4852  11.0748  4.7029
H  11.3335  9.5044  4.9472
H  10.4424  10.6365  5.9234
H  12.9920  13.2206  6.1803
H  11.4287  12.8192  6.5597
N  10.7310  9.3059  11.4297
C  11.6282  10.3914  11.6583
N  11.5876  11.4095  10.6489
O  12.4342  10.4199  12.6302
H  10.2930  9.2047  10.5268
H  10.8763  8.4686  11.9722
H  11.1615  11.2422  9.7408
H  12.3151  12.1184  10.6552
N  14.6661  7.9040  7.9386
C  14.4603  9.3319  7.4845
N  13.3294  9.9430  8.0593
O  15.2518  9.8957  6.6610
H  15.5685  7.6023  7.5878
H  14.4099  7.5294  8.8448
H  12.6307  9.3413  8.4680
H  13.0575  10.8979  7.8603
N  11.3714  7.0420  4.8943
C  12.8540  7.0309  4.8481
N  13.4310  5.9879  5.5127
O  13.4870  8.0050  4.3701
H  10.9905  7.5793  4.1236
H  10.8006  6.2382  5.1136
H  14.4221  5.9056  5.6014
H  12.8281  5.2196  5.7552
N  8.5053  13.7202  8.4379
C  8.5193  12.7956  7.3442
N  7.2306  12.4539  6.7353
O  9.5761  12.2494  6.9422
H  7.6515  14.1641  8.7376
H  9.3568  13.9890  8.9161
H  6.3984  12.9688  6.9643
H  7.2308  11.8956  5.8888
C  6.3438  9.0065  7.6035
O  5.9150  7.8896  6.7650
H  5.7027  9.8844  7.4861
H  6.2120  8.6624  8.6383
H  7.3772  9.2891  7.4174
H  5.0718  7.6318  7.1462
C  10.2715  8.1889  7.8502
O  10.2255  9.4901  8.4407
H  10.8200  8.2139  6.9171
H  10.7924  7.5817  8.6022
H  9.2601  7.8052  7.6977
H  9.8245  10.2084  7.9370
C  8.2443  5.5248  9.8539
O  8.5387  6.8151  10.3396
H  8.7789  5.4079  8.9153
H  8.5745  4.7674  10.5879
H  7.1718  5.3958  9.6849
H  7.8815  7.0264  11.0095

***

No. 3
This record from the OMol25 dataset describes C44H75Al2BrClF11I2KN3O13PS2 as an isolated structure. The level of theory is the ωB97M-V functional and the def2-TZVPD basis.

E_LUMO = -9.2 eV
M = 1620.4 Da
total charge = +1
orbital gap = 1.09 eV
E = -267047.5295 eV
F_max = 10.0 eV/Å

CARTESIAN COORDINATES (ANGSTROEM)
C  7.6010  6.1881  1.5529
C  6.3731  6.8000  0.7258
O  6.5896  7.8117  0.0142
O  5.0433  6.2297  0.7275
C  5.1809  4.7848  0.6366
C  3.7470  4.0707  0.3230
C  3.8960  3.2321  -1.0401
C  3.0709  1.8539  -1.0985
C  2.7914  1.7199  -2.7046
C  4.1499  1.6814  -3.5778
C  4.1974  0.3554  -4.5275
Br  4.1474  3.2557  -4.8224
C  1.6541  1.7549  -0.2965
C  0.4939  2.8273  -0.6140
C  0.1882  3.8754  0.5881
C  -0.2376  3.2008  1.9924
S  0.6835  4.1091  3.3564
O  2.1266  3.6368  3.4354
O  0.0748  3.8794  4.7146
O  0.7023  5.7621  3.1053
C  1.3053  0.1930  -0.0850
C  0.3653  -0.6001  -1.1409
C  -1.2520  -0.2771  -0.9297
C  -2.1955  -1.5134  -1.4302
C  -3.3823  -0.8726  -2.3221
N  -4.2592  0.0501  -1.5414
C  -4.0881  1.4782  -1.2976
C  -5.1694  2.1702  -0.4186
C  -6.1230  0.9736  -0.1374
C  -5.5193  -0.2813  -0.8596
N  2.7049  -0.3504  0.2090
C  2.9058  -1.8227  0.3075
I  2.7127  -2.7130  2.3169
C  3.1780  -2.7205  -0.7573
C  3.2919  -2.1931  -2.2567
I  3.4475  -4.8658  -0.3427
C  3.7588  0.5144  -0.4412
C  4.9764  0.9838  0.5361
C  5.7497  -0.2882  1.1946
C  5.3838  -0.3199  2.7528
F  7.1827  -0.0480  1.1199
H  7.1987  5.8389  2.5658
H  8.4583  6.9464  1.6817
H  7.9395  5.2456  0.9891
H  5.9751  4.5481  -0.1476
H  5.5571  4.3908  1.6514
H  3.0250  4.9295  0.1194
H  3.5110  3.4549  1.2504
H  4.9860  3.0516  -1.3231
H  3.4637  3.8994  -1.8793
H  2.1554  2.6154  -3.0632
H  2.1934  0.7870  -2.9774
H  5.0941  1.6234  -2.9335
H  4.6959  0.6232  -5.5333
H  4.8538  -0.4226  -3.9946
H  3.1734  -0.1217  -4.6787
H  1.9689  2.0638  0.7805
H  0.8790  3.4701  -1.4946
H  -0.5061  2.3855  -0.9362
H  1.0327  4.6118  0.7934
H  -0.7165  4.5039  0.2481
H  0.1630  2.1081  2.0711
H  -1.3501  3.2522  2.2364
H  1.1823  6.2130  3.8414
H  0.7505  0.1483  0.9269
H  0.5776  -0.3811  -2.2663
H  0.4593  -1.7385  -1.0029
H  -1.5013  0.5835  -1.6592
H  -1.4698  -0.0027  0.1732
H  -1.5480  -2.1562  -2.1218
H  -2.5975  -2.1428  -0.5628
H  -2.9175  -0.2594  -3.1696
H  -4.0670  -1.7117  -2.7238
H  -3.2388  2.1416  -1.6799
H  -5.2473  3.2583  -0.0819
H  -7.0671  1.0420  0.5007
H  -5.9563  -1.3398  -0.8737
H  2.7965  -0.0605  1.2116
H  4.4221  -2.1906  -2.5115
H  2.8158  -2.9526  -2.9594
H  2.9360  -1.1227  -2.4038
H  4.3458  0.1060  -1.3282
H  4.5951  1.6182  1.4092
H  5.7952  1.5474  -0.0513
H  5.5571  -1.2587  0.6304
H  4.2852  0.0456  2.8368
H  6.0132  0.3854  3.3871
H  5.3642  -1.4009  3.1488
Cl  -0.5649  -0.4545  -3.8308
K  -1.2554  0.1583  1.6014
C  4.0773  4.1218  5.0575
C  5.4987  4.3613  5.4928
O  6.4289  3.7911  4.9508
C  5.7256  5.3314  6.6216
H  4.0685  3.4028  4.2390
H  3.4969  3.7143  5.8880
H  3.6341  5.0556  4.7082
H  5.2198  4.9782  7.5226
H  5.3548  6.3201  6.3426
H  6.7958  5.4041  6.8269
C  8.7777  1.7537  -1.0430
O  7.9547  2.7637  -1.1444
H  9.3247  1.6410  -0.0841
H  8.3369  0.7291  -1.1418
H  9.6041  1.6966  -1.7751
N  -1.0719  -5.3306  -1.8742
C  -2.0439  -5.7872  -2.7198
C  -1.4377  -6.2256  -3.8746
C  -0.0473  -6.0297  -3.7142
C  0.1474  -5.4784  -2.4687
H  -1.2305  -4.9456  -0.9564
H  -3.0832  -5.7592  -2.4291
H  -1.9405  -6.6416  -4.7373
H  0.7269  -6.2652  -4.4287
H  1.0479  -5.1777  -1.9565
F  -9.1659  2.3139  0.9781
Al  -9.3259  3.9913  0.4089
F  -7.9406  4.3845  -0.6332
F  -9.3478  5.0887  1.8002
F  -10.8289  4.1649  -0.5123
Al  -4.4344  -5.7645  -3.5340
C  -8.8815  -8.4626  0.1826
C  -7.5449  -7.7597  0.2781
C  -7.4478  -6.8081  1.4315
O  -6.4905  -5.8612  0.9617
C  -6.5779  -5.8581  -0.3923
O  -6.0563  -5.0365  -1.1076
O  -7.3340  -6.8954  -0.8395
H  -8.8648  -9.1956  -0.6279
H  -9.1235  -8.9815  1.1125
H  -9.6831  -7.7568  -0.0512
H  -6.7324  -8.4946  0.2957
H  -7.0976  -7.2944  2.3430
H  -8.3826  -6.2806  1.6446
F  9.2197  -1.3192  -0.2172
P  9.8037  -2.6669  0.4575
F  10.6301  -3.7451  -0.3914
F  8.4960  -3.1578  -0.3420
F  9.6997  -1.9041  1.8666
F  11.2596  -2.0083  0.3033
F  9.5012  -3.8385  1.5114
O  -10.8870  -3.4007  1.3884
S  -10.4538  -2.2373  0.6579
O  -10.6298  -0.9087  1.1731
O  -11.0624  -2.2989  -0.8385
C  -12.4762  -2.4392  -0.9948
C  -13.2018  -1.1342  -0.7244
C  -8.7532  -2.4431  0.2142
H  -12.8574  -3.2435  -0.3585
H  -12.6522  -2.7374  -2.0313
H  -13.1185  -0.8482  0.3263
H  -14.2631  -1.2251  -0.9653
H  -12.7701  -0.3226  -1.3148
H  -8.6191  -3.4351  -0.2164
H  -8.1569  -2.3428  1.1214
H  -8.4776  -1.6674  -0.5000

***

No. 4
This record from the OMol25 dataset describes one molecule with the formula C4H9ClOS. The level of theory is the ωB97M-V functional and the def2-TZVPD basis.

E_LUMO = 0.5 eV
relative energy (zero: lowest compared OMol25 entry of this formula, charge and spin) = 332.5 kJ/mol
M = 140.6 Da
SMILES = OC[C@@H](Cl)CCS
orbital gap = 10.08 eV
E = -29695.2874 eV
F_max = 4.7 eV/Å

CARTESIAN COORDINATES (ANGSTROEM)
O  -0.9030  -1.5692  0.6091
C  -1.1899  -0.3858  1.3289
C  0.1625  0.4823  1.1726
Cl  1.4855  -0.3449  2.0625
C  0.4402  1.0302  -0.2991
C  1.0554  0.0949  -1.4325
S  -0.3816  -0.3877  -2.5176
H  -0.7224  -1.5389  -0.2874
H  -1.0457  -0.7994  2.4494
H  -2.2105  0.3513  1.4513
H  -0.2351  1.4648  1.6356
H  1.2630  1.8489  0.1845
H  -0.5184  1.7399  -0.6107
H  1.3065  -0.8987  -0.7940
H  1.9062  0.6976  -1.9791
H  -0.4128  -1.7852  -2.9734